(1)
A structure of composition H26HeO13. Source: the OMol25 dataset; level of theory: the ωB97M-V functional and the def2-TZVPD basis.

Positions of all 40 atoms, in Å:
1 H -2.854 1.591 -3.239
2 H 2.404 -0.238 2.448
3 H -2.451 -0.121 2.554
4 H 0.472 -1.098 3.300
5 O 0.403 -2.449 1.585
6 H 0.979 -2.738 0.876
7 H 2.347 -2.451 -1.012
8 O -3.421 -0.272 -0.768
9 H 0.248 2.864 -3.555
10 H -1.281 -2.294 1.040
11 H 1.881 1.727 -0.620
12 H -1.720 2.207 1.062
13 O 0.318 1.935 -3.335
14 H 3.018 -0.596 1.112
15 O 1.374 2.669 0.945
16 H -1.965 3.348 0.097
17 H -2.931 -1.081 -0.623
18 H -2.533 2.411 -2.008
19 H 1.486 1.686 -2.081
20 H 1.249 -1.743 4.428
21 O 2.325 -3.080 -0.291
22 H 1.699 -0.495 -2.209
23 H 0.387 -3.186 2.195
24 O 2.021 -1.377 -2.393
25 H 2.868 -1.240 -2.818
26 H 0.465 2.590 0.654
27 H 1.970 -3.879 -0.679
28 O -2.155 -2.399 0.664
29 H 1.560 1.836 1.378
30 H -2.939 0.180 -1.460
31 O -2.289 0.607 1.955
32 H -1.998 -2.747 -0.214
33 O 1.100 -0.902 3.996
34 O 2.208 1.483 -1.486
35 O -1.389 3.069 0.809
36 O -2.249 1.640 -2.499
37 H -0.542 1.706 -2.984
38 H -2.704 0.340 1.134
39 He -0.110 0.345 0.398
40 O 2.749 0.152 1.645

Results
E_LUMO: -0.3 eV
ΔE to the lowest compared entry with this formula, charge and spin: 86.9 kJ/mol
calculated total energy: -27119.76983 eV

Just the natural (NBO) charges please, in e? Sure, here they are: number 1, H, carries 0.494; number 2, H, carries 0.491; number 3, H, carries 0.485; number 4, H, carries 0.486; number 5, O, carries -0.984; number 6, H, carries 0.511; number 7, H, carries 0.509; number 8, O, carries -0.977; number 9, H, carries 0.476; number 10, H, carries 0.499; number 11, H, carries 0.489; number 12, H, carries 0.498; number 13, O, carries -0.961; number 14, H, carries 0.476; number 15, O, carries -0.963; number 16, H, carries 0.451; number 17, H, carries 0.482; number 18, H, carries 0.488; number 19, H, carries 0.477; number 20, H, carries 0.467; number 21, O, carries -0.980; number 22, H, carries 0.510; number 23, H, carries 0.472; number 24, O, carries -0.975; number 25, H, carries 0.484; number 26, H, carries 0.481; number 27, H, carries 0.472; number 28, O, carries -0.975; number 29, H, carries 0.487; number 30, H, carries 0.478; number 31, O, carries -0.981; number 32, H, carries 0.460; number 33, O, carries -0.948; number 34, O, carries -1.009; number 35, O, carries -0.943; number 36, O, carries -0.949; number 37, H, carries 0.493; number 38, H, carries 0.496; number 39, He, carries 0.001; number 40, O, carries -0.967

(2)
A cluster of 9 separate species, C26H44Cl10O12 in total. Source: the OMol25 dataset; level of theory: the ωB97M-V functional and the def2-TZVPD basis.

Positions of all 92 atoms, in Å:
1 H 6.198 6.397 0.301
2 C -0.860 -4.060 -3.402
3 H 5.703 4.729 3.306
4 Cl -3.881 4.660 1.771
5 H 3.474 -0.814 2.514
6 H -3.785 0.429 2.689
7 C 6.766 5.462 0.283
8 O -5.117 -0.670 3.696
9 H -2.297 -1.426 2.502
10 H 6.990 5.067 -0.699
11 H 1.219 1.071 -4.740
12 H -2.137 0.572 4.655
13 Cl 1.550 -2.203 5.374
14 H -4.758 -3.957 -0.195
15 O 2.862 3.394 0.601
16 Cl 4.538 -1.459 4.490
17 C -5.955 -2.777 -2.855
18 H -3.416 1.658 4.538
19 H -0.407 1.117 -0.535
20 O 5.048 3.829 0.347
21 H 1.848 0.486 0.636
22 Cl -1.543 1.586 1.548
23 Cl 1.161 0.154 -2.634
24 H -0.128 -6.090 -3.104
25 O -6.348 -2.285 2.731
26 H -1.016 4.915 2.058
27 C 1.158 2.743 -3.251
28 C -5.270 -2.352 -1.571
29 O -2.257 -0.750 -1.371
30 H -1.605 6.457 1.404
31 H 2.193 -2.921 3.270
32 O -4.114 -2.424 2.835
33 C 3.834 -1.524 -0.948
34 C -0.528 -5.468 -3.910
35 H 4.312 -2.148 -0.192
36 C -3.772 -0.243 3.556
37 Cl 4.187 0.151 -0.435
38 C 5.273 5.052 2.357
39 C -2.549 4.767 0.568
40 H -2.621 -1.815 4.243
41 C 4.502 -1.732 -2.285
42 C -2.763 -5.072 -4.146
43 H 1.074 -1.612 3.137
44 H 2.765 -1.711 -0.940
45 H 0.657 -3.952 -1.794
46 H -5.300 -2.936 -3.711
47 C -1.335 5.433 1.158
48 H -6.432 -3.752 -2.723
49 H -4.020 -4.180 -1.779
50 O -3.169 -2.690 -0.665
51 H 2.733 1.423 -3.934
52 C -5.296 -1.833 3.055
53 C -0.362 -3.625 -2.029
54 Cl 0.251 -1.258 0.651
55 O -3.879 -5.176 -4.536
56 Cl 1.842 4.087 -4.223
57 H -2.953 5.307 -0.292
58 H 0.897 0.433 2.123
59 Cl 4.270 -3.430 -2.822
60 O 3.956 4.588 2.121
61 H -6.698 -2.009 -3.074
62 H 1.412 2.795 -2.197
63 H 5.329 6.141 2.401
64 C 1.652 1.410 -3.803
65 H 6.814 3.734 1.525
66 H 0.230 2.458 0.478
67 C -3.163 -1.512 -1.266
68 H 0.082 2.738 -3.411
69 C -4.330 -3.434 -1.048
70 C -3.051 -1.598 3.261
71 H -5.992 -2.261 -0.755
72 H -2.450 3.779 0.121
73 C -0.115 1.427 0.465
74 C 3.890 3.842 1.007
75 O -4.387 -1.272 -1.840
76 H -0.416 -3.398 -4.152
77 H 3.965 -1.110 -3.001
78 O -2.294 -3.959 -3.467
79 H -0.289 -2.548 -1.896
80 H 7.660 5.846 0.788
81 Cl 0.016 5.505 -0.010
82 C 0.840 0.407 1.039
83 O -1.793 -5.957 -4.313
84 H 0.125 -5.535 -4.779
85 C 6.059 4.435 1.176
86 H -0.986 -4.117 -1.283
87 C 3.126 -0.964 3.533
88 H -3.654 0.352 5.664
89 H 5.549 -1.446 -2.275
90 C 1.952 -1.943 3.686
91 C -3.230 0.591 4.689
92 H 2.758 -0.020 3.938

Results
E_LUMO: 0.2 eV
ΔE to the lowest compared entry with this formula, charge and spin: 0.0 kJ/mol
SMILES: C[C@H]1COC(=O)O1.C[C@H]1COC(=O)O1.C[C@H]1COC(=O)O1.C[C@H]1COC(=O)O1.ClCCCl.ClCCCl.ClCCCl.ClCCCl.ClCCCl
calculated total energy: -177471.80211 eV

Just the Löwdin charges please, in e? Sure, here they are: number 1, H, carries 0.085; number 2, C, carries -0.294; number 3, H, carries 0.131; number 4, Cl, carries 0.534; number 5, H, carries 0.043; number 6, H, carries 0.110; number 7, C, carries -0.023; number 8, O, carries 0.093; number 9, H, carries 0.102; number 10, H, carries 0.087; number 11, H, carries 0.069; number 12, H, carries 0.081; number 13, Cl, carries 0.560; number 14, H, carries 0.138; number 15, O, carries 0.122; number 16, Cl, carries 0.542; number 17, C, carries -0.018; number 18, H, carries 0.079; number 19, H, carries 0.026; number 20, O, carries 0.088; number 21, H, carries 0.003; number 22, Cl, carries 0.631; number 23, Cl, carries 0.628; number 24, H, carries 0.135; number 25, O, carries 0.159; number 26, H, carries 0.064; number 27, C, carries -0.655; number 28, C, carries -0.317; number 29, O, carries 0.112; number 30, H, carries 0.067; number 31, H, carries 0.070; number 32, O, carries 0.073; number 33, C, carries -0.668; number 34, C, carries -0.076; number 35, H, carries 0.069; number 36, C, carries -0.345; number 37, Cl, carries 0.599; number 38, C, carries -0.088; number 39, C, carries -0.692; number 40, H, carries 0.134; number 41, C, carries -0.666; number 42, C, carries -0.558; number 43, H, carries 0.005; number 44, H, carries 0.023; number 45, H, carries 0.082; number 46, H, carries 0.081; number 47, C, carries -0.661; number 48, H, carries 0.094; number 49, H, carries 0.115; number 50, O, carries 0.058; number 51, H, carries 0.066; number 52, C, carries -0.580; number 53, C, carries -0.030; number 54, Cl, carries 0.613; number 55, O, carries 0.165; number 56, Cl, carries 0.547; number 57, H, carries 0.069; number 58, H, carries 0.048; number 59, Cl, carries 0.540; number 60, O, carries 0.081; number 61, H, carries 0.085; number 62, H, carries 0.054; number 63, H, carries 0.130; number 64, C, carries -0.627; number 65, H, carries 0.147; number 66, H, carries 0.037; number 67, C, carries -0.566; number 68, H, carries 0.073; number 69, C, carries -0.077; number 70, C, carries -0.077; number 71, H, carries 0.154; number 72, H, carries 0.027; number 73, C, carries -0.606; number 74, C, carries -0.580; number 75, O, carries 0.092; number 76, H, carries 0.149; number 77, H, carries 0.043; number 78, O, carries 0.058; number 79, H, carries 0.028; number 80, H, carries 0.088; number 81, Cl, carries 0.567; number 82, C, carries -0.606; number 83, O, carries 0.080; number 84, H, carries 0.136; number 85, C, carries -0.283; number 86, H, carries 0.093; number 87, C, carries -0.669; number 88, H, carries 0.092; number 89, H, carries 0.070; number 90, C, carries -0.697; number 91, C, carries -0.031; number 92, H, carries 0.065

| no. | Kohn-Sham gap (eV) | highest occupied orbital energy (hartree) |
| --- | --- | --- |
| 1 | 9.9 | -0.377 |
| 2 | 10.8 | -0.390 |